A molecular structure, C32H90F2N9O13PbS2 in a non-equilibrium geometry. Source: the Open Molecules 2025 dataset; level of theory: ωB97M-V/def2-TZVPD.

Geometry as XYZ:
```
149
Properties=species:S:1:pos:R:3:forces:R:3
Pb 2.49932 0.97624 -2.67517 0.078 -0.159 -0.302
S 1.18024 -1.24406 -0.09334 3.239 -5.714 2.232
S -0.73583 0.22395 -0.82173 -1.982 0.662 -1.296
F 2.72170 -1.51650 -0.55253 -0.483 0.611 -0.135
F -0.95038 1.39087 -1.87265 1.059 0.136 0.420
O -1.12898 -2.97797 -3.06504 -0.124 0.375 -0.122
O -1.50386 -0.81610 -1.45890 0.929 0.702 1.115
O -2.34276 5.59158 -1.76410 1.347 -0.326 -0.012
O 1.81084 2.77239 -1.05922 0.288 0.405 1.202
O 3.81067 1.07319 5.56920 -0.129 -0.107 0.117
O -0.84316 3.08338 3.83137 -0.123 -0.308 -0.027
O 4.23701 -4.34759 1.74990 0.230 -0.634 -0.807
O -1.18539 0.78116 0.42629 1.517 -0.801 -1.302
O 1.31880 -0.88981 1.28504 -0.518 0.231 -1.012
O -4.64502 0.46693 -3.56962 0.161 0.824 -0.189
O 0.57199 -2.51538 -0.43023 0.098 2.204 0.301
O 0.46911 1.17343 -4.30490 -0.301 -0.058 -0.240
O -1.82756 -7.42765 0.64936 0.374 -0.007 0.459
N -2.26098 8.53440 -1.87169 -0.218 0.066 -0.151
N 0.33029 -5.33827 -1.45949 0.241 0.434 0.214
N 2.83438 -7.00425 2.04790 0.651 0.304 0.140
N 1.71477 -1.20948 -3.76649 0.312 0.299 0.497
N 4.23323 1.27144 -0.71228 0.910 0.650 -0.379
N -1.86880 0.21243 3.83527 -0.463 -0.217 -0.765
N 1.04423 -0.85933 4.09010 -0.298 0.575 -0.138
N 0.96709 -0.07891 -1.06678 -3.858 2.625 -0.627
N -5.95537 0.09082 -0.18451 0.080 -0.766 -0.329
C 4.84793 -3.49250 0.83244 1.098 0.420 -0.039
C 4.34530 1.99920 1.62199 -0.524 0.031 1.333
C -2.47503 1.34433 4.52211 2.327 1.177 0.974
C -0.08905 2.37910 -4.81687 0.352 0.845 0.937
C 1.00345 3.92632 -1.27711 -0.881 -0.164 -0.842
C -1.79008 1.34174 5.89852 -0.771 -0.003 0.815
C 0.01620 -0.00602 -4.98226 0.168 -0.666 0.307
C 4.11986 2.44546 5.66253 0.611 -0.357 0.501
C -1.49589 7.64565 -2.77853 -1.312 -0.111 1.778
C 2.32978 -0.64960 4.74122 0.742 -0.424 -0.244
C 1.19709 -0.94458 -5.12768 0.290 -0.668 0.087
C -0.71209 -6.59933 0.33990 -1.540 0.107 -0.533
C 2.46174 0.80020 5.22109 0.391 0.261 -0.505
C -0.95726 -5.91615 -1.02298 1.151 0.176 -0.295
C 0.81497 -2.22657 -5.85230 -0.480 0.743 -0.016
C -2.93407 -6.74734 1.22420 0.177 -0.537 -0.937
C 2.63394 -5.43317 3.91031 0.651 0.216 -0.920
C -2.28996 6.32014 -2.95393 0.364 1.122 -1.827
C 3.44498 1.71534 0.45918 -0.668 0.223 -0.611
C -1.36214 -6.90376 -2.10063 -0.648 -1.220 0.527
C -0.47909 3.89146 2.73323 0.571 0.028 1.148
C -5.90764 0.50113 -1.58948 -0.282 2.318 1.184
C -3.45950 0.26879 -4.29519 -0.754 0.032 -0.163
C -2.83759 4.27518 -1.86193 -1.259 0.225 1.123
C -0.17880 7.36387 -2.12711 1.900 -0.306 0.456
C 2.37033 -5.66478 2.42664 -1.218 -0.376 -0.624
C -2.18272 2.64726 3.74592 -0.706 -0.510 -0.632
C 2.86064 -4.59224 1.44594 0.233 1.000 1.626
C 2.57387 2.94692 0.14814 1.119 0.110 -0.063
C -4.56507 0.12814 -2.20172 -1.225 -0.960 -0.657
C -6.04772 2.06328 -1.61971 0.804 -0.704 -1.620
C 3.47575 -0.96778 3.76510 0.987 -0.284 0.093
H -0.72623 -0.54017 -4.37623 -0.077 0.235 0.108
H 4.47460 -0.78511 4.17296 -0.213 0.458 0.157
H 4.56320 -2.44649 0.98864 -0.436 0.052 -0.151
H 0.16416 -4.87654 -2.34651 -0.001 -0.090 -0.155
H -1.63871 0.47173 2.88148 -0.303 -0.172 -0.113
H -2.60770 -6.09632 2.03623 -0.214 -0.058 0.197
H -5.05396 2.42613 -1.34342 -0.260 0.455 0.416
H -2.37728 2.35735 2.69936 -0.126 0.291 -0.111
H 0.14213 -2.83756 -5.25131 -0.060 0.036 -0.072
H -2.91676 3.87226 -0.84659 -0.121 0.447 0.187
H 0.95299 -1.41871 -3.12108 -0.140 -0.308 -0.286
H 3.85220 -6.95306 2.09149 -0.043 -0.323 0.065
H -3.31034 -0.81082 -4.41855 0.574 0.054 0.073
H 2.39225 -3.61461 1.64457 -0.566 -0.194 -0.102
H 0.31034 3.18700 -4.19454 0.297 -0.062 -0.269
H -6.79688 0.47839 0.22158 0.021 -0.104 0.180
H 4.90971 2.01781 -0.91197 -0.403 0.194 -0.358
H -0.64276 3.36531 1.78827 -0.061 0.135 -0.142
H -0.29522 6.97669 -1.11198 -0.337 -0.054 -0.067
H 4.77583 1.07622 2.01276 0.265 0.131 -0.136
H 2.11580 -6.20775 4.46746 0.088 0.034 0.140
H 1.82746 1.04112 6.07674 -0.296 -0.129 -0.130
H -3.47273 -6.17536 0.46060 0.083 0.290 0.082
H 3.17686 3.85743 0.02101 0.375 -0.218 -0.255
H -2.61292 0.79779 -3.84327 0.120 -0.317 0.177
H 4.90993 0.57205 -0.39986 -0.588 -0.507 0.042
H -1.51409 -6.51193 -3.10630 0.311 0.345 0.085
H -2.08140 2.17065 6.54992 -0.108 0.037 -0.174
H 2.37894 -1.30455 5.61326 0.085 -0.043 -0.017
H 2.30690 -2.03578 -3.75948 0.057 0.039 -0.042
H 4.74765 -3.77522 -0.22077 -0.599 -0.094 0.007
H 3.36274 -0.37799 2.85178 -0.061 0.127 0.046
H -6.76526 0.12084 -2.14329 0.280 -0.613 0.001
H -3.62678 0.70715 -5.28089 0.017 -0.086 -0.027
H 0.46059 6.63607 -2.64272 -0.459 -0.225 -0.302
H -1.32661 -2.26145 -2.43167 0.044 -0.573 -0.184
H -3.28169 6.59930 -3.33159 -0.293 -0.136 0.348
H -3.18466 8.65532 -2.27955 0.075 0.298 -0.040
H 1.27809 -5.68842 2.35819 -0.043 0.067 -0.367
H 1.69432 -2.80106 -6.13370 -0.035 0.006 -0.107
H -0.62485 -5.82793 1.11113 0.265 0.060 0.079
H 2.66388 -4.86008 0.40367 0.286 -0.218 -0.029
H 4.28314 2.89170 4.67773 -0.283 0.130 -0.098
H -1.15968 2.48260 -4.62707 -0.121 -0.532 -0.537
H 2.20775 1.45521 4.37348 -0.355 0.059 0.017
H 5.06766 2.48982 6.19981 0.072 0.064 -0.096
H -1.99103 -3.31218 -3.34072 0.101 -0.034 0.046
H -1.67375 -5.09492 -0.90121 -0.358 -0.270 0.046
H 3.74752 2.39419 2.45091 0.014 -0.094 0.019
H 3.71572 -5.50207 4.04361 -0.083 0.075 0.474
H -3.74019 0.64582 -1.69901 0.019 -0.056 0.057
H -3.54891 1.31085 4.72261 -0.071 -0.423 -0.529
H 0.23908 2.53864 -5.84258 -0.393 -0.021 -0.114
H 5.93380 -3.48887 0.97038 -0.068 -0.299 0.435
H -2.26192 3.46562 -2.32396 0.287 0.711 -0.961
H -5.16949 0.50064 0.30961 -0.055 0.008 0.078
H 2.63360 -7.19573 1.07102 -0.193 0.052 0.027
H 1.97783 3.22626 1.02110 -0.567 -0.617 -0.149
H -0.70197 1.30939 5.88735 -0.003 0.106 -0.456
H -2.27162 -7.46128 -1.85734 -0.180 0.421 0.178
H 0.12171 3.93829 -0.63276 0.092 -0.140 0.131
H -2.12602 0.42579 6.39149 0.116 0.020 0.128
H -2.46343 8.06522 -0.99272 0.321 -0.100 0.009
H -0.96462 -0.02407 4.23232 -0.122 -0.069 0.265
H -1.83878 5.83339 -3.83319 0.218 -0.795 0.428
H -1.41184 8.22827 -3.69459 0.105 -0.532 -0.340
H 0.52411 8.19224 -2.00744 -0.590 0.500 -0.196
H 3.59604 -2.00583 3.43764 -0.820 -0.164 0.143
H -0.46880 0.21814 -5.93245 0.277 0.237 -0.089
H 2.28285 -4.44086 4.19510 0.060 -0.013 0.181
H -3.61110 -7.54673 1.51840 -0.013 0.201 0.502
H -6.18393 2.36642 -2.66335 -0.040 0.162 0.062
H -2.87591 3.46678 3.97313 0.046 -0.018 0.290
H 1.07984 -0.41025 3.17152 -0.115 -0.074 0.606
H -3.86276 4.40239 -2.21916 0.030 -0.840 -0.437
H 5.10608 2.76103 1.44496 0.085 -0.169 -0.378
H -0.63438 -7.71954 -2.11559 0.336 0.285 -0.297
H 2.75957 0.88016 0.60896 0.074 0.141 0.736
H 2.00548 -0.50852 -5.72333 -0.060 0.427 0.201
H -0.96906 4.86928 2.77752 -0.302 -0.090 -0.320
H 0.58179 4.08854 2.91431 0.060 -0.008 -0.413
H -4.46215 -0.96462 -2.16018 0.396 0.061 0.473
H 0.56454 -4.54761 -0.85979 -0.047 -0.348 0.056
H 0.90999 -1.83866 3.86507 0.048 -0.076 0.221
H -6.85644 2.50709 -1.04611 0.068 -0.295 0.318
H 0.30113 -1.82239 -6.72882 -0.004 -0.814 -0.334
H 0.17035 -7.23492 0.34013 0.075 0.021 -0.211
H 3.41771 3.02810 6.26296 -0.334 -0.067 -0.204
H 1.52632 4.87572 -1.15594 0.328 -0.191 -0.050
H 0.66271 3.80511 -2.30635 -0.134 0.453 0.105
```
Positions in Å, forces in eV/Å.

F_max = 6.94 eV Å⁻¹
gap between HOMO and LUMO = 6.3 eV
total charge = +1
ΔE to the lowest compared entry with this formula, charge and spin = 0.0000 eV
E_HOMO = -10.4 eV
electronic energy = -107013.977 eV

Mulliken atomic charge list, values in e, 99 entries: number 1, Pb, carries 1.411; number 2, S, carries -0.869; number 3, S, carries 0.218; number 4, F, carries -0.399; number 5, F, carries 0.234; number 6, O, carries -0.220; number 7, O, carries -0.619; number 8, O, carries -0.297; number 9, O, carries 0.117; number 10, O, carries -0.386; number 11, O, carries -0.267; number 12, O, carries -0.466; number 13, O, carries -0.128; number 14, O, carries -0.113; number 15, O, carries -0.433; number 16, O, carries -0.186; number 17, O, carries -0.028; number 18, O, carries -0.477; number 19, N, carries -0.772; number 20, N, carries -0.691; number 21, N, carries -0.715; number 22, N, carries -0.154; number 23, N, carries -0.519; number 24, N, carries -0.598; number 25, N, carries -0.373; number 26, N, carries 0.734; number 27, N, carries -0.703; number 28, C, carries -0.383; number 29, C, carries -1.532; number 30, C, carries 0.426; number 31, C, carries -0.853; number 32, C, carries 0.046; number 33, C, carries -1.338; number 34, C, carries -0.370; number 35, C, carries -0.720; number 36, C, carries 0.202; number 37, C, carries -0.044; number 38, C, carries 0.218; number 39, C, carries -0.418; number 40, C, carries -0.417; number 41, C, carries 1.123; number 42, C, carries -1.505; number 43, C, carries -0.668; number 44, C, carries -1.433; number 45, C, carries -0.540; number 46, C, carries 2.505; number 47, C, carries -1.557; number 48, C, carries -0.723; number 49, C, carries 0.125; number 50, C, carries -0.362; number 51, C, carries -1.047; number 52, C, carries -1.150; number 53, C, carries 0.256; number 54, C, carries -0.561; number 55, C, carries 0.418; number 56, C, carries -0.894; number 57, C, carries 0.195; number 58, C, carries -0.990; number 59, C, carries -0.385; number 60, H, carries -0.111; number 61, H, carries 0.613; number 62, H, carries -0.118; number 63, H, carries 0.210; number 64, H, carries 0.100; number 65, H, carries 0.270; number 66, H, carries -0.051; number 67, H, carries 0.176; number 68, H, carries 0.207; number 69, H, carries 0.271; number 70, H, carries -0.073; number 71, H, carries 0.320; number 72, H, carries 0.252; number 73, H, carries -0.644; number 74, H, carries -0.038; number 75, H, carries 0.303; number 76, H, carries 0.285; number 77, H, carries 0.174; number 78, H, carries 0.191; number 79, H, carries 0.507; number 80, H, carries 0.435; number 81, H, carries 0.423; number 82, H, carries 0.260; number 83, H, carries 0.530; number 84, H, carries -0.134; number 85, H, carries 0.286; number 86, H, carries 0.376; number 87, H, carries 0.409; number 88, H, carries 0.400; number 89, H, carries 0.272; number 90, H, carries 0.322; number 91, H, carries -0.395; number 92, H, carries 0.414; number 93, H, carries 0.368; number 94, H, carries 0.201; number 95, H, carries 0.210; number 96, H, carries 0.445; number 97, H, carries 0.285; number 98, H, carries 0.164; number 99, H, carries 0.452